A cluster of 8 separate species, C6H31N2O7 in total in a non-equilibrium geometry, computed with ωB97M-V/def2-TZVPD.

Calculated values
Energy above the lowest of the compared OMol25 structures with the same formula, charge and spin (eV): 0.5294
Spin multiplicity: 1
Lowest unoccupied orbital energy (eV): -2.37
Charge: +1
E_HOMO (Ha): -0.4697

Element x y z (Å)
C  1.33457  -1.76252  1.66450
N  -0.10386  -1.58627  1.56344
C  -0.49468  -0.16950  1.67858
C  -1.94567  0.07828  2.03990
C  -2.88810  -0.20321  0.89110
C  -2.11604  1.54079  2.41831
C  1.94415  -1.43526  0.32341
N  1.14749  -2.23108  -0.72573
H  1.78632  -1.20309  2.46057
H  1.52393  -2.81620  1.88799
H  -0.60364  -2.05863  2.30211
H  -0.34747  0.28588  0.69004
H  0.18660  0.40778  2.31699
H  -2.26769  -0.57324  2.85561
H  -2.70938  0.53600  0.10183
H  -2.75105  -1.18158  0.44565
H  -3.90142  -0.12999  1.29214
H  -2.14487  2.14707  1.51297
H  -1.38496  1.93980  3.12846
H  -3.07546  1.70507  2.90449
H  2.96940  -1.68596  0.24465
H  1.73092  -0.40645  0.09320
H  0.52269  -1.57879  -1.18322
H  1.68984  -2.81093  -1.35066
H  0.52986  -2.82501  -0.17798
H  4.08927  0.65922  -2.73472
H  2.58785  1.00737  -2.50037
O  3.36515  0.57237  -2.10858
H  3.41762  1.41246  -0.41758
H  3.59666  2.57245  0.63194
O  3.00931  1.86613  0.35583
H  -0.56109  -1.98011  -3.59400
H  -0.69580  -0.60420  -3.12882
O  -0.64480  -1.49900  -2.75738
H  0.64073  1.71886  -2.75061
H  0.63981  1.12531  -4.14671
O  0.68189  0.85110  -3.21876
H  -1.82802  4.21327  0.31450
H  -2.47355  2.91092  -0.04311
O  -1.80699  3.53267  -0.37267
H  1.82186  2.46228  -0.71971
H  0.29314  2.87634  -0.83733
O  1.06072  2.57673  -1.33065
H  -2.60028  -3.86856  0.10686
H  -1.56474  -2.70993  -0.10265
O  -1.66024  -3.67863  -0.02384

Cartesian forces (eV/Å) of the 3 atoms listed first:
C -0.41 -1.23 -0.13
N -0.58 0.84 0.43
C 0.46 0.38 -0.97

=====

A cluster of 10 separate species, C6H32N2O9 in total in a non-equilibrium geometry, computed with ωB97M-V/def2-TZVPD.

Calculated values
Energy above the lowest of the compared OMol25 structures with the same formula, charge and spin (eV): 1.2240
Spin multiplicity: 2
Lowest unoccupied orbital energy (alpha / beta) (eV): -3.12 / -6.65
Charge: +1
E_HOMO (alpha / beta) (Ha): -0.4843 / -0.4843

Element x y z (Å)
C  -0.78420  -2.16477  2.49280
C  -0.25882  -0.68329  2.54649
C  -1.35724  0.17886  2.22436
C  -1.44414  0.89594  1.03839
N  -2.22543  1.92918  0.70401
C  -2.25773  2.35641  -0.74077
C  -3.10615  1.41129  -1.66890
N  -0.10800  -2.99884  1.53265
H  -0.57112  -2.53785  3.53187
H  -1.94831  -2.26761  2.29557
H  0.61957  -0.42487  1.88096
H  0.10570  -0.51208  3.58736
H  -2.21097  0.33868  2.98797
H  -0.68935  0.55650  0.23754
H  -3.06183  2.19197  1.23387
H  -2.73412  3.31919  -0.86434
H  -1.21003  2.47982  -1.07785
H  -2.63775  0.44093  -1.81230
H  -3.33251  1.90384  -2.66269
H  -4.07366  1.21452  -1.35180
H  -0.12342  -3.99516  1.69553
H  -0.35541  -2.83437  0.59812
H  1.68372  3.15935  2.89221
H  0.39484  2.61043  3.44762
O  0.95133  2.59446  2.67956
H  1.86627  3.62857  -1.19758
H  1.31657  3.30804  -2.54839
O  1.01060  3.57633  -1.66130
H  1.06275  1.02597  -3.75899
H  2.66296  0.93628  -3.67873
O  1.90354  1.54590  -3.75745
H  4.18217  0.46568  1.87154
H  3.19608  -0.77610  1.46283
O  3.60342  0.11838  1.18486
H  0.77507  -0.42556  -2.31379
H  -0.48684  -1.01927  -1.96163
O  -0.09159  -0.49357  -2.64351
H  2.90790  -2.08239  2.86368
H  1.76758  -2.40246  1.70289
O  2.73361  -2.23386  1.93938
H  2.89512  0.15238  -1.11036
H  2.57831  -1.27577  -1.07474
O  2.36128  -0.47875  -1.59188
H  -0.36990  -3.05275  -2.42536
H  0.49582  -2.27914  -3.48226
O  0.22141  -3.13951  -3.16887
H  -1.71519  -1.40837  0.07366
H  -2.34680  -1.16028  -1.33536
O  -1.79509  -1.69226  -0.81686

Cartesian forces (eV/Å) of the 3 atoms listed first:
C -1.55 -1.19 0.82
C 1.49 -0.38 -0.05
C -2.97 2.09 1.60

=====

A cluster of 12 separate species, C6H33N2O11 in total in a non-equilibrium geometry, computed with ωB97M-V/def2-TZVPD.

Calculated values
Energy above the lowest of the compared OMol25 structures with the same formula, charge and spin (eV): 4.0938
Spin multiplicity: 1
Lowest unoccupied orbital energy (eV): -1.98
Charge: +1
E_HOMO (Ha): -0.4363

Element x y z (Å)
C  1.31307  -1.57697  -3.59729
C  0.65513  -1.15779  -2.25867
C  1.72638  -1.28488  -1.07953
C  1.66995  -0.19186  -0.09870
C  0.78406  0.08428  0.88120
N  1.24564  1.26279  1.49260
C  2.33793  1.68176  0.81091
N  2.72999  0.79068  -0.10539
H  1.25536  -0.78490  -4.35152
H  2.42891  -1.76233  -3.48519
H  1.08415  -2.57016  -3.93631
H  -0.09052  -1.89666  -1.97808
H  0.24930  -0.17438  -2.25682
H  2.73619  -1.27413  -1.54505
H  1.37687  -2.24607  -0.55613
H  -0.06997  -0.39607  1.29446
H  0.72798  1.96554  2.03045
H  2.82593  2.54285  1.18495
H  3.36459  0.96440  -0.87913
H  -6.47035  -0.96612  -0.18927
H  -6.54999  0.44096  -0.29887
O  -5.89678  -0.20962  -0.02904
H  -2.45824  2.36227  -2.61049
H  -3.44657  2.17257  -3.68751
O  -3.18186  1.75335  -2.83884
H  -1.37844  1.61966  -0.81223
H  -1.42694  1.84056  0.85763
O  -1.10844  2.08876  -0.01753
H  -1.13697  2.86439  2.41713
H  -0.68996  4.16332  1.76968
O  -0.45299  3.53849  2.45335
H  3.95292  0.16341  -3.10249
H  4.66276  -0.14632  -1.73882
O  4.28353  0.54973  -2.27880
H  -2.96721  -0.78443  1.97909
H  -4.01726  0.24160  1.26771
O  -3.09452  0.07308  1.57899
H  -1.19695  -2.85099  0.46456
H  -0.60889  -3.05381  1.74275
O  -1.02927  -2.31597  1.25881
H  3.21640  -5.18129  -3.50194
H  3.59178  -5.62493  -2.18864
O  3.06990  -4.88752  -2.56989
H  1.12135  3.86423  -1.41588
H  0.45085  3.12302  -0.29708
O  1.23802  3.11280  -0.81283
H  0.01699  -5.57382  3.81604
H  -0.05470  -4.45230  4.84701
O  -0.30714  -4.64803  3.93553
H  -2.55295  1.90481  4.09043
H  -3.10869  1.25853  2.77285
O  -2.62466  2.02409  3.13854

Cartesian forces (eV/Å) of the 3 atoms listed first:
C 1.92 0.52 0.47
C 1.87 -1.54 0.49
C -1.32 -1.18 -0.41

=====

A cluster of 10 separate species, C6H33N2O9 in total in a non-equilibrium geometry, computed with ωB97M-V/def2-TZVPD.

Calculated values
Energy above the lowest of the compared OMol25 structures with the same formula, charge and spin (eV): 5.7114
Spin multiplicity: 1
Lowest unoccupied orbital energy (eV): -2.60
Charge: +1
E_HOMO (Ha): -0.4053

Element x y z (Å)
C  -4.00556  0.54547  0.24801
C  -2.67188  0.44684  1.02581
C  -2.20913  1.91566  1.27093
C  -1.32787  2.07195  2.50489
C  -1.30881  1.18538  3.45307
C  -0.56107  4.23372  1.66401
N  -0.50776  3.16295  2.59992
N  -1.63640  -0.42418  0.28551
H  -4.68558  -0.43142  0.09841
H  -4.62034  1.33799  0.75561
H  -3.89863  0.97856  -0.83705
H  -2.91111  -0.05892  1.95840
H  -1.55621  2.43413  0.58635
H  -3.18302  2.51876  1.34304
H  -0.60467  1.17959  4.37243
H  -1.95265  0.41897  3.56792
H  0.01865  3.92410  0.87459
H  0.02304  5.13186  2.23210
H  -1.56723  4.46492  1.16285
H  -0.31180  3.65676  3.50877
H  -1.28170  -1.26045  0.91137
H  -0.90504  0.14764  -0.17202
H  -2.09631  -0.92028  -0.47670
H  2.37174  2.34710  1.70382
H  3.33864  1.54038  1.17184
O  2.51170  1.88681  0.87400
H  -0.82371  -2.51839  -1.78917
H  -1.92543  -2.49143  -2.55005
O  -1.67443  -2.18842  -1.76732
H  4.38629  -1.43905  1.10351
H  3.97758  -2.34799  2.28582
O  3.83513  -2.18571  1.36453
H  -0.15339  0.71553  -4.58536
H  -0.06585  -0.73431  -3.95813
O  0.23284  -0.18823  -4.79495
H  0.97918  -4.35591  -2.50066
H  0.91457  -3.03180  -3.35649
O  0.32516  -3.66960  -2.86798
H  -0.15385  -1.75949  3.50532
H  0.27731  -0.52051  2.58470
O  -0.00132  -1.38440  2.62465
H  1.05907  -0.90617  -0.83759
H  1.53016  0.40895  -0.61963
O  0.78878  -0.08896  -1.10074
H  1.65494  -1.03493  -4.15242
H  2.76827  -2.10303  -3.84037
O  1.94230  -1.98753  -3.95077
H  4.02074  -0.43778  -0.43725
H  3.30147  -1.75484  -0.72369
O  3.23858  -0.77695  -0.89249

Cartesian forces (eV/Å) of the 3 atoms listed first:
C -1.69 -0.31 -2.20
C -0.57 0.50 -1.15
C -0.59 0.32 1.49

=====

- Which formula does entry 3 have?
  C6H33N2O11

=====

- Look up the charge of the second one.
  +1